No. 1
Entry from OMol25: a single C22H13ClO8S molecule (ωB97M-V/def2-TZVPD).

Element x y z (Å)
O (-1.17, -4.54, 2.37)
C (-2.18, -3.89, 2.25)
O (-2.31, -2.72, 1.59)
C (-1.28, -2.07, 0.95)
C (0.08, -2.33, 1.13)
C (1.02, -1.59, 0.45)
C (0.63, -0.59, -0.43)
O (1.54, 0.15, -1.15)
C (2.51, 0.82, -0.48)
O (2.61, 0.84, 0.72)
C (3.38, 1.55, -1.40)
C (4.40, 2.42, -1.11)
C (4.87, 2.89, -2.35)
C (4.10, 2.27, -3.30)
O (3.20, 1.47, -2.73)
C (-0.73, -0.32, -0.59)
S (-1.28, 0.98, -1.72)
O (-2.60, 1.36, -1.30)
O (-1.12, 0.53, -3.07)
C (-0.17, 2.35, -1.43)
C (0.46, 2.95, -2.50)
C (1.34, 3.99, -2.29)
C (1.59, 4.41, -0.98)
Cl (2.73, 5.67, -0.70)
C (0.95, 3.82, 0.10)
C (0.05, 2.79, -0.13)
C (-1.67, -1.05, 0.09)
C (-3.47, -4.29, 2.81)
C (-3.79, -5.41, 3.54)
C (-5.17, -5.31, 3.83)
C (-5.58, -4.13, 3.26)
O (-4.57, -3.52, 2.65)
H (0.40, -3.12, 1.80)
H (2.07, -1.79, 0.59)
H (4.75, 2.68, -0.13)
H (5.67, 3.58, -2.52)
H (4.11, 2.32, -4.37)
H (0.26, 2.57, -3.49)
H (1.85, 4.48, -3.11)
H (1.15, 4.16, 1.10)
H (-0.46, 2.31, 0.69)
H (-2.72, -0.82, -0.05)
H (-3.12, -6.20, 3.81)
H (-5.77, -6.01, 4.38)
H (-6.54, -3.66, 3.24)

The structure (SMILES) is O=C(Oc1ccc(OC(=O)c2ccco2)c(S(=O)(=O)c2ccc(Cl)cc2)c1)c1ccco1. Its charge is 0. The calculation puts the orbital gap at 9.266 eV. Its HOMO energy is -9.1718 eV.

Löwdin atomic charge list, values in e, 2 entries:
1. O 0.13
2. C -0.39

=====

No. 2
Entry from OMol25: a molecular structure, C22H14Cl2MnN3O3S2 (ωB97M-V/def2-TZVPD).

Element x y z (Å)
Mn (0.63, 0.70, -0.56)
Cl (5.39, 1.05, -1.58)
C (4.06, 1.53, -2.57)
C (4.32, 2.10, -3.85)
C (3.30, 2.48, -4.67)
Cl (3.65, 3.14, -6.24)
C (1.95, 2.34, -4.25)
C (0.80, 2.67, -5.00)
C (-0.44, 2.48, -4.46)
C (-0.56, 1.96, -3.16)
N (0.50, 1.64, -2.45)
C (1.74, 1.80, -2.98)
C (2.79, 1.36, -2.13)
O (2.45, 0.82, -0.96)
H (5.35, 2.21, -4.17)
H (0.91, 3.08, -5.99)
H (-1.34, 2.72, -5.02)
H (-1.52, 1.81, -2.68)
O (-3.24, 1.31, 0.21)
C (-2.24, 0.63, 0.17)
O (-1.07, 1.17, -0.15)
C (-2.24, -0.82, 0.53)
C (-3.23, -1.21, 1.45)
C (-3.34, -2.51, 1.89)
C (-2.46, -3.46, 1.38)
C (-1.48, -3.10, 0.47)
C (-1.35, -1.78, 0.02)
S (-0.08, -1.49, -1.19)
H (-3.90, -0.44, 1.80)
H (-4.10, -2.79, 2.60)
H (-2.54, -4.50, 1.69)
H (-0.81, -3.85, 0.06)
N (-1.11, -2.76, 4.77)
C (-0.96, -1.44, 4.91)
S (-1.54, -0.59, 6.19)
C (-0.20, -0.79, 3.77)
C (0.63, -1.52, 2.94)
C (1.21, -0.90, 1.84)
N (0.98, 0.38, 1.54)
C (0.25, 1.11, 2.40)
C (-0.34, 0.57, 3.53)
H (-1.68, -3.23, 5.46)
H (-1.02, -3.20, 3.86)
H (0.86, -2.56, 3.11)
H (1.83, -1.45, 1.15)
H (0.10, 2.15, 2.15)
H (-0.95, 1.18, 4.18)

Its charge is 0. As for the multiplicity: 5. The calculation puts the orbital gap (spin up / spin down) at 6.771 / 7.118 eV. Its HOMO energy (spin up / spin down) is -8.0193 / -8.1213 eV.

Löwdin atomic charge list, values in e, 2 entries:
1. Mn 0.80
2. Cl 0.72

=====

No. 3
Entry from OMol25: a molecular structure, C22H15AsO4Y (ωB97M-V/def2-TZVPD).

Element x y z (Å)
Y (0.00, 0.00, 0.10)
O (-0.52, 2.96, 0.00)
C (-0.33, 1.87, 0.01)
C (1.78, -0.65, 0.00)
O (2.82, -1.03, 0.00)
C (-1.45, -1.22, 0.01)
O (-2.30, -1.93, 0.00)
C (0.00, 0.00, -1.89)
O (0.00, 0.00, -3.00)
C (-0.77, 4.00, 5.66)
C (0.22, 4.00, 4.69)
C (0.44, 2.87, 3.90)
C (-0.33, 1.71, 4.09)
C (-1.33, 1.71, 5.08)
C (-1.54, 2.85, 5.86)
As (-0.02, 0.21, 2.88)
C (1.86, -0.14, 3.36)
C (2.87, 0.67, 2.84)
C (4.20, 0.44, 3.20)
C (4.52, -0.61, 4.06)
C (3.51, -1.41, 4.58)
C (2.18, -1.18, 4.23)
C (-1.66, -0.83, 3.24)
C (-1.59, -2.06, 3.89)
C (-2.76, -2.78, 4.13)
C (-4.00, -2.28, 3.72)
C (-4.06, -1.05, 3.07)
C (-2.89, -0.32, 2.83)
H (-0.95, 4.89, 6.27)
H (0.82, 4.90, 4.52)
H (1.20, 2.91, 3.13)
H (-1.95, 0.84, 5.25)
H (-2.32, 2.85, 6.62)
H (2.64, 1.49, 2.16)
H (4.99, 1.07, 2.79)
H (5.56, -0.79, 4.34)
H (3.76, -2.23, 5.26)
H (1.40, -1.82, 4.64)
H (-0.64, -2.48, 4.21)
H (-2.71, -3.75, 4.64)
H (-4.91, -2.84, 3.91)
H (-5.02, -0.65, 2.75)
H (-2.95, 0.64, 2.31)

Its charge is +3. The calculation puts the orbital gap (spin up / spin down) at 5.657 / 4.533 eV. Its HOMO energy (spin up / spin down) is -18.1618 / -17.9952 eV.

Löwdin atomic charge list, values in e, 2 entries:
1. Y 0.75
2. O 0.33

=====

No. 4
Entry from OMol25: 2 unconnected molecules or ions with the total composition C22H15BrClFO5 (ωB97M-V/def2-TZVPD).

Element x y z (Å)
O (-2.49, 0.00, -0.32)
C (-1.41, -0.65, -0.51)
C (-0.79, -0.77, -1.99)
C (0.61, 0.02, -2.12)
C (0.70, 1.41, -2.86)
C (2.10, 2.13, -2.97)
C (3.42, 1.53, -2.38)
C (4.77, 2.35, -2.53)
C (4.71, 3.53, -1.41)
O (4.17, 3.20, -0.32)
Cl (5.43, 5.19, -1.72)
C (3.33, 0.16, -1.66)
C (1.93, -0.55, -1.55)
C (1.93, -1.95, -0.74)
O (1.22, -2.92, -1.07)
C (2.98, -1.99, 0.50)
C (2.58, -2.73, 1.86)
C (1.96, -1.62, 2.88)
O (0.78, -1.65, 3.29)
Br (3.23, -0.20, 3.53)
C (4.25, -1.34, 0.41)
C (4.60, -0.56, -0.96)
O (5.76, -0.56, -1.45)
H (-0.94, -1.14, 0.42)
H (-0.71, -1.88, -2.27)
H (-1.54, -0.30, -2.71)
H (-0.27, 1.86, -3.26)
H (2.10, 3.16, -3.49)
H (5.72, 1.76, -2.29)
H (4.90, 2.79, -3.59)
H (1.77, -3.53, 1.75)
H (3.54, -3.09, 2.35)
H (5.01, -1.32, 1.26)
F (-7.44, 1.32, 0.13)
C (-6.86, 0.65, 1.14)
C (-5.50, 0.39, 1.10)
C (-4.90, -0.30, 2.15)
C (-5.68, -0.73, 3.22)
C (-7.04, -0.47, 3.25)
C (-7.64, 0.23, 2.21)
H (-4.92, 0.72, 0.25)
H (-3.84, -0.51, 2.13)
H (-5.21, -1.27, 4.04)
H (-7.65, -0.81, 4.09)
H (-8.70, 0.45, 2.22)

The structure (SMILES) is O=CCc1ccc(CC(=O)Cl)c2c1C(=O)C(CC(=O)Br)=CC2=O.Fc1ccccc1. Its charge is 0. The calculation puts the orbital gap at 7.208 eV. Its HOMO energy is -8.9742 eV.

Löwdin atomic charge list, values in e, 2 entries:
1. O -0.02
2. C -0.16